Entry 1:
Below is 2 unconnected molecules or ions with the total composition C22H35O9P in a non-equilibrium geometry, with properties calculated with the ωB97M-V functional and the def2-TZVPD basis.

```
67
C22H35O9P | OMol25 | the ωB97M-V functional and the def2-TZVPD basis
C 3.598 -0.823 -1.130
O 3.920 -0.051 -2.338
C 3.103 -0.443 -3.496
C 1.924 0.682 -3.872
C 1.131 1.158 -2.496
C 0.034 2.364 -2.753
C -1.411 1.846 -3.338
O -1.836 2.323 -4.693
C -3.227 2.808 -4.714
O -4.142 2.878 -5.687
O -3.581 3.336 -3.387
C -2.568 2.702 -2.486
C -3.284 1.676 -1.419
C -4.904 1.612 -1.667
O -5.647 2.653 -1.251
C -5.699 0.320 -2.367
C -4.968 -1.146 -2.445
C -5.803 -2.406 -3.131
C -7.354 -2.192 -3.700
C -8.058 -0.707 -3.608
C -7.229 0.586 -2.951
H 2.940 -0.182 -0.380
H 3.030 -1.829 -1.312
H 4.592 -1.102 -0.532
H 2.601 -1.496 -3.421
H 3.849 -0.501 -4.424
H 2.485 1.599 -4.372
H 1.110 0.214 -4.601
H 0.685 0.244 -1.896
H 1.971 1.630 -1.795
H 0.486 3.262 -3.390
H -0.188 2.834 -1.679
H -1.620 0.689 -3.435
H -2.207 3.637 -1.873
H -2.782 0.625 -1.563
H -3.060 2.115 -0.333
H -3.878 -1.265 -2.033
H -5.341 -3.494 -3.251
H -7.880 -3.139 -4.172
H -9.172 -0.555 -4.003
H -7.743 1.651 -2.915
C 0.313 -2.851 4.235
C 0.698 -1.636 3.408
O 1.865 -0.998 3.909
P 3.277 -1.854 3.785
O 3.526 -1.452 2.310
O 4.369 -0.720 4.337
C 5.372 -0.179 3.482
C 4.864 1.059 2.754
O 2.998 -2.303 5.432
C 3.374 -1.472 6.532
C 2.719 -0.098 6.574
H 1.074 -3.635 4.158
H -0.637 -3.272 3.893
H 0.224 -2.590 5.294
H 0.851 -1.914 2.360
H -0.114 -0.903 3.441
H 5.744 -0.939 2.785
H 6.223 0.103 4.110
H 3.883 0.912 2.297
H 5.567 1.362 1.973
H 4.751 1.885 3.462
H 4.465 -1.399 6.577
H 3.074 -2.012 7.437
H 2.935 0.518 5.690
H 3.076 0.465 7.444
H 1.633 -0.189 6.632
```

Computed properties:
* lowest unoccupied orbital energy: -2.2902 eV
* HOMO level: -0.3248 Eh
* structure (SMILES): COCCCC[C@@H]1OC(=O)O[C@H]1CC(=O)c1ccccc1.CCOP(=O)(OCC)OCC

Entry 2:
Below is a molecular structure, C9H16IN2O3 in a non-equilibrium geometry, with properties calculated with the ωB97M-V functional and the def2-TZVPD basis.

```
31
C9H16IN2O3 | OMol25 | the ωB97M-V functional and the def2-TZVPD basis
C -1.608 -1.183 -1.498
C -0.538 2.246 1.012
C 0.609 3.226 0.609
C 0.974 0.256 0.414
C -0.466 0.949 0.170
C 2.090 2.689 0.618
C 2.153 1.210 0.545
C -1.638 -5.016 -1.492
C -1.536 -0.162 0.485
N -1.166 -2.834 -2.221
N 2.366 1.900 1.851
O -1.856 -0.390 -2.304
O -1.397 -1.296 -0.275
O -1.153 -3.688 -1.106
I 0.768 -2.503 -2.865
H -0.385 1.922 2.071
H -1.469 2.767 0.876
H 0.342 3.553 -0.471
H 0.594 4.156 1.261
H 0.949 -0.622 1.189
H 1.256 -0.360 -0.550
H -0.488 1.103 -0.871
H 2.955 3.204 0.220
H 3.136 0.879 0.155
H -1.584 -5.771 -0.625
H -0.999 -5.293 -2.371
H -2.793 -4.830 -1.805
H -2.539 0.318 0.508
H -1.439 -0.527 1.577
H 3.289 1.985 2.262
H 1.574 2.112 2.631
```

Computed properties:
* charge: +1
* lowest unoccupied orbital energy: -3.3718 eV
* HOMO level: -0.4085 Eh
* energy relative to the best compared isomer or geometry (same formula, charge and spin): 0.00 kJ/mol

Entry 3:
Below is 2 unconnected molecules or ions with the total composition C3H4O2S in a non-equilibrium geometry, with properties calculated with the ωB97M-V functional and the def2-TZVPD basis.

```
10
C3H4O2S | OMol25 | the ωB97M-V functional and the def2-TZVPD basis
C -1.082 -0.546 0.357
C -1.015 0.327 -0.722
C 0.404 0.486 -1.079
O -1.088 -1.572 0.925
O -1.962 1.060 -1.030
S -0.488 -1.846 3.323
H 1.092 0.146 -0.218
H 0.560 1.470 -1.341
H 0.793 -0.329 -1.649
H -1.401 -2.764 2.995
```

Computed properties:
* lowest unoccupied orbital energy (spin up / spin down): -1.7947 / -1.1052 eV
* HOMO level (spin up / spin down): -0.3201 / -0.3596 Eh
* energy relative to the best compared isomer or geometry (same formula, charge and spin): 422.49 kJ/mol

Entry 4:
Below is a molecular structure, C52H112AsF6N14O10 in a non-equilibrium geometry, with properties calculated with the ωB97M-V functional and the def2-TZVPD basis.

```
195
C52H112AsF6N14O10 | OMol25 | the ωB97M-V functional and the def2-TZVPD basis
C 10.137 -0.024 4.879
C 8.804 -0.316 5.592
N 7.793 0.656 5.178
C 6.703 0.441 4.375
C 6.021 1.612 4.355
N 6.682 2.530 5.132
C 7.762 1.927 5.570
C 6.212 3.887 5.407
H 10.879 -0.678 5.257
H 10.426 1.029 5.145
H 10.019 -0.054 3.793
H 8.959 -0.129 6.680
H 8.306 -1.250 5.413
H 6.441 -0.508 3.943
H 5.009 1.902 3.937
H 8.528 2.476 6.059
H 7.054 4.623 5.419
H 5.649 3.932 6.323
H 5.551 4.256 4.570
C -5.438 -2.744 -2.361
C -6.134 -1.627 -1.584
N -7.540 -1.782 -1.182
C -8.585 -1.429 -2.008
C -9.710 -1.548 -1.308
N -9.371 -2.116 -0.103
C -8.020 -2.234 -0.061
C -10.380 -2.642 0.879
H -4.668 -2.253 -2.977
H -6.058 -3.154 -3.127
H -5.060 -3.503 -1.761
H -6.053 -0.724 -2.177
H -5.632 -1.465 -0.654
H -8.473 -1.071 -2.995
H -10.744 -1.317 -1.590
H -7.501 -2.619 0.813
H -9.868 -2.691 1.756
H -10.755 -3.609 0.570
H -11.167 -1.872 0.964
C -5.220 -12.525 2.360
C -6.652 -12.648 2.645
N -7.154 -14.062 2.540
C -8.141 -14.508 1.718
C -8.105 -15.861 1.805
N -7.094 -16.215 2.639
C -6.538 -15.080 3.083
C -6.702 -17.531 2.954
H -4.904 -12.844 1.353
H -4.506 -13.124 3.079
H -4.900 -11.459 2.353
H -7.261 -12.040 1.937
H -6.931 -12.313 3.667
H -8.614 -13.785 1.147
H -8.643 -16.653 1.267
H -5.782 -15.016 3.816
H -6.071 -18.060 2.288
H -7.571 -18.080 3.154
H -6.047 -17.505 3.888
C -6.239 1.429 7.145
C -7.077 0.278 7.641
N -6.697 -0.986 6.998
C -6.516 -1.233 5.662
C -6.274 -2.554 5.517
N -6.199 -3.109 6.780
C -6.515 -2.120 7.638
C -5.801 -4.480 7.143
H -6.575 2.263 7.714
H -6.466 1.596 6.042
H -5.200 1.171 7.403
H -8.163 0.481 7.436
H -6.957 0.153 8.707
H -6.668 -0.454 4.968
H -6.173 -3.222 4.584
H -6.534 -2.156 8.683
H -6.451 -5.146 6.553
H -6.031 -4.731 8.159
H -4.730 -4.654 6.920
C 2.364 -3.415 -4.209
C 3.391 -2.830 -5.102
N 2.985 -2.928 -6.515
C 3.040 -4.041 -7.369
C 2.488 -3.608 -8.549
N 2.287 -2.292 -8.451
C 2.523 -1.875 -7.225
C 1.706 -1.553 -9.546
H 2.364 -4.504 -4.148
H 1.367 -3.067 -4.479
H 2.588 -3.025 -3.231
H 4.372 -3.327 -5.019
H 3.438 -1.748 -4.954
H 3.252 -5.057 -7.042
H 2.196 -4.204 -9.396
H 2.270 -0.876 -6.846
H 0.999 -0.739 -9.274
H 1.168 -2.254 -10.121
H 2.423 -1.074 -10.244
C -0.453 1.727 -1.620
C 0.488 0.456 -1.571
C -0.380 -0.856 -1.382
O 0.395 -1.976 -1.556
C -0.360 -3.158 -1.794
N 1.279 0.307 -2.821
H 0.746 -0.054 -3.686
H 1.738 1.177 -3.110
H 2.068 -0.381 -2.619
H -0.989 1.633 -2.558
H 0.129 2.709 -1.592
H -1.121 1.665 -0.764
H 1.227 0.542 -0.736
H -1.203 -0.720 -2.152
H -0.977 -0.784 -0.472
H -1.072 -3.431 -0.915
H 0.429 -3.927 -1.851
H -0.974 -3.184 -2.710
C 7.747 2.931 0.357
C 6.848 3.447 -0.740
C 7.593 3.125 -2.011
O 7.002 3.686 -3.114
C 7.749 3.686 -4.305
N 5.491 2.849 -0.727
H 4.925 3.568 -1.137
H 4.943 1.567 -1.522
H 5.253 2.743 0.232
H 8.323 2.024 0.116
H 7.236 2.938 1.270
H 8.473 3.783 0.481
H 6.793 4.524 -0.590
H 7.691 1.991 -2.183
H 8.653 3.545 -1.847
H 8.689 4.307 -4.128
H 7.186 4.323 -4.968
H 7.949 2.720 -4.777
C 1.695 15.831 5.745
C 2.616 15.359 6.841
C 3.815 14.432 6.502
O 4.508 14.306 7.803
C 5.790 13.709 7.660
N 3.289 16.550 7.470
H 4.092 16.940 6.868
H 2.612 17.305 7.695
H 3.750 16.182 8.341
H 1.216 15.006 5.263
H 2.254 16.417 5.000
H 0.922 16.440 6.167
H 2.037 14.909 7.638
H 4.478 14.866 5.757
H 3.397 13.411 6.111
H 6.218 13.628 8.705
H 6.394 14.259 6.930
H 5.668 12.695 7.282
C -0.405 2.768 -10.115
C -0.539 3.520 -8.842
C 0.508 3.317 -7.762
O 1.679 4.135 -8.039
C 2.790 4.053 -7.176
N -0.394 4.975 -9.272
H -0.890 5.196 -10.155
H -0.730 5.655 -8.582
H 0.627 5.037 -9.431
H 0.664 2.881 -10.424
H -1.121 3.108 -10.812
H -0.769 1.790 -10.050
H -1.542 3.530 -8.391
H 0.745 2.280 -7.531
H 0.036 3.647 -6.837
H 3.349 3.138 -7.262
H 2.476 4.208 -6.107
H 3.410 4.891 -7.494
As 2.398 3.006 1.461
F 3.983 3.787 1.531
F 1.678 4.546 1.685
F 0.845 2.123 1.487
F 3.292 1.587 1.027
F 2.725 2.710 3.177
F 2.251 3.264 -0.260
C 5.233 -0.725 -0.635
C 4.324 -0.341 -1.826
O 3.601 -1.142 -2.452
O 4.285 0.890 -2.093
H 6.203 -0.323 -0.991
H 5.362 -1.815 -0.484
H 4.968 -0.222 0.303
C -5.829 -5.281 1.229
C -6.232 -4.433 2.408
O -7.146 -3.569 2.341
O -5.768 -4.686 3.539
H -6.478 -6.176 1.377
H -4.854 -5.613 1.358
H -5.975 -4.682 0.309
C -1.789 0.084 -6.703
C -0.309 -0.036 -6.487
O 0.149 -0.048 -5.336
O 0.387 0.088 -7.538
H -2.362 -0.752 -6.300
H -1.853 0.213 -7.764
H -2.144 0.957 -6.137
```

Computed properties:
* charge: +5
* lowest unoccupied orbital energy: -6.2674 eV
* HOMO level: -0.5140 Eh
* energy relative to the best compared isomer or geometry (same formula, charge and spin): 0.00 kJ/mol